Here is one molecule with the formula C4H13N2S from the OMol25 dataset. Energies are from the ωB97M-V functional and the def2-TZVPD basis.

- spin multiplicity = 2
- total charge = 0
- HOMO-LUMO gap (spin up / spin down) (eV) = 4.2 / 9.9
- lowest unoccupied orbital energy (spin up / spin down) (eV) = 0.702 / 0.575
- energy above the lowest of the compared OMol25 structures with the same formula, charge and spin (kcal per mole) = 71.6
- E_HOMO (spin up / spin down) (Eh) = -0.1282 / -0.3409

CARTESIAN COORDINATES (ANGSTROEM)
N 2.450 1.023 -1.497
H 1.247 2.448 -1.054
C 0.627 1.013 0.248
S -2.004 -2.119 0.737
C 1.737 0.151 -0.512
H 2.468 -0.250 0.175
H -0.223 2.354 -1.326
C -0.723 -0.881 1.118
H -2.862 -1.220 1.211
H -0.686 -0.209 -1.085
H -1.469 0.897 -0.056
H 0.286 -1.219 1.310
H -1.069 -0.341 1.985
H 1.886 1.055 -2.350
N 0.388 2.341 -0.463
H 3.298 0.580 -1.846
H 0.152 3.178 0.142
C -0.672 0.139 -0.060
H 1.302 -0.659 -1.101
H 0.835 1.068 1.310